# 1
Molecular formula: C36H76F15N5O20PS5
Method: DFT, ωB97M-V/def2-TZVPD

Cartesian coordinates (Å):
C (-2.3818, -0.6320, 7.8820)
C (-1.3336, -0.8774, 9.0179)
O (-0.1747, -0.5557, 8.8441)
N (-1.8052, -1.6319, 10.3192)
H (-2.6853, -1.3156, 10.7007)
H (-2.0272, -2.5985, 10.1283)
C (-0.6424, -1.7926, 11.3415)
H (-3.1313, 0.0565, 8.2722)
H (-2.7833, -1.5669, 7.4909)
H (-2.0003, 0.0431, 7.1160)
H (-0.3671, -0.7575, 11.5440)
H (0.1901, -2.3387, 10.8979)
H (-1.1473, -2.3414, 12.1365)
C (-4.2732, 0.7899, -2.0547)
C (-4.2567, -0.7628, -1.8473)
O (-3.9875, -1.3707, -0.8100)
N (-4.4442, -1.5881, -3.1870)
H (-4.7677, -2.5360, -3.0569)
H (-5.1642, -1.1738, -3.7615)
C (-3.0812, -1.7582, -3.8741)
H (-4.5772, 1.1303, -3.0446)
H (-3.3140, 1.2552, -1.8278)
H (-5.0531, 1.3621, -1.5523)
H (-2.7947, -2.8093, -3.9087)
H (-2.2820, -1.1807, -3.4095)
H (-3.2940, -1.4525, -4.8985)
C (1.6511, -9.7943, -1.6827)
C (1.0833, -8.7709, -2.5338)
O (0.3580, -7.8935, -2.0547)
N (1.3992, -8.8881, -4.0543)
H (1.3063, -7.9234, -4.3385)
H (2.2968, -9.2840, -4.2947)
C (0.2486, -9.5322, -4.8869)
H (1.8643, -10.6908, -2.2648)
H (0.9032, -10.1563, -0.9771)
H (2.4547, -9.2295, -1.2102)
H (0.4745, -9.4425, -5.9495)
H (-0.6669, -9.0564, -4.5352)
H (0.4475, -10.5515, -4.5560)
C (-4.6682, 7.7533, -8.1445)
C (-4.4335, 6.2251, -8.2566)
O (-3.6250, 5.5898, -7.5702)
N (-5.2849, 5.5516, -9.4142)
H (-5.9865, 4.9476, -9.0103)
H (-5.7526, 6.2254, -10.0035)
C (-4.4007, 4.6623, -10.3214)
H (-4.2662, 8.1851, -9.0610)
H (-3.9642, 8.1643, -7.4209)
H (-5.6421, 8.1515, -7.8595)
H (-5.0332, 3.8274, -10.6228)
H (-3.7107, 4.0768, -9.7137)
H (-3.8392, 5.1524, -11.1168)
C (-7.3577, 5.5023, 7.7907)
C (-7.4568, 5.0306, 6.3284)
O (-6.5400, 5.0478, 5.5117)
N (-8.8820, 4.5072, 5.8974)
H (-8.7693, 3.5131, 6.0357)
H (-9.6521, 4.6759, 6.5287)
C (-9.2604, 4.7987, 4.3981)
H (-7.1143, 6.5647, 7.7768)
H (-6.6281, 4.8696, 8.2961)
H (-8.3387, 5.3713, 8.2473)
H (-8.5454, 4.3194, 3.7294)
H (-9.4745, 5.8370, 4.1448)
H (-10.1595, 4.2323, 4.1556)
C (12.0691, 2.4836, 1.4663)
C (11.6929, 1.4320, 2.4877)
C (10.4291, 1.9429, 3.3036)
C (9.9344, 0.8004, 4.1707)
P (8.3496, 0.9179, 5.0778)
C (8.3530, 2.4996, 6.1292)
C (6.9946, 2.7270, 6.8967)
C (6.9731, 3.9698, 7.7134)
C (7.2155, 5.2534, 7.0309)
C (7.0613, 1.2552, 3.7831)
C (5.6396, 0.6299, 4.0025)
C (4.5795, 1.4946, 3.3303)
C (4.0923, 2.7277, 4.1773)
C (7.9869, -0.5851, 5.8823)
C (8.0139, -1.7718, 4.8379)
C (8.3293, -3.1291, 5.4506)
C (8.3211, -4.2922, 4.3793)
H (12.9946, 2.3334, 0.9104)
H (11.9959, 3.5200, 1.7961)
H (11.2467, 2.4478, 0.7519)
H (12.4859, 1.2245, 3.2062)
H (11.5754, 0.4933, 1.9462)
H (9.7391, 2.4652, 2.6409)
H (10.7690, 2.7682, 3.9292)
H (10.6562, 0.6114, 4.9653)
H (9.9739, -0.1282, 3.6013)
H (8.4340, 3.2687, 5.3611)
H (9.2659, 2.6540, 6.7045)
H (7.0273, 2.0259, 7.7306)
H (6.1226, 2.4652, 6.2974)
H (7.6072, 3.9150, 8.5983)
H (5.9928, 4.0191, 8.1873)
H (7.3989, 6.0866, 7.7093)
H (6.4459, 5.5633, 6.3239)
H (8.1595, 5.2172, 6.4871)
H (7.4883, 0.8821, 2.8522)
H (7.0061, 2.3310, 3.6170)
H (5.5255, 0.4774, 5.0757)
H (5.6834, -0.3492, 3.5253)
H (3.7322, 0.8499, 3.0970)
H (4.9243, 1.8793, 2.3705)
H (3.7613, 2.4263, 5.1711)
H (3.2503, 3.2619, 3.7372)
H (4.8466, 3.4943, 4.3545)
H (7.0630, -0.4604, 6.4471)
H (8.8028, -0.8164, 6.5672)
H (8.5741, -1.7114, 3.9048)
H (6.9993, -1.8068, 4.4410)
H (7.6989, -3.3734, 6.3055)
H (9.3724, -3.0619, 5.7598)
H (8.7979, -5.1419, 4.8681)
H (8.8253, -4.1767, 3.4199)
H (7.2933, -4.5865, 4.1670)
C (-8.3197, -9.7835, -6.5089)
F (-6.9581, -9.8221, -6.5997)
F (-8.7705, -10.2288, -7.6767)
F (-8.7046, -10.4905, -5.4080)
S (-8.8647, -7.9878, -6.2032)
O (-8.8859, -7.4205, -7.5457)
O (-10.2154, -8.0667, -5.6374)
O (-7.8131, -7.4041, -5.3141)
C (-1.9703, -4.7176, -13.5352)
F (-1.9338, -3.5736, -14.1675)
F (-2.6319, -5.6950, -14.2182)
F (-0.7811, -5.1116, -13.2157)
S (-2.9437, -4.4644, -11.7435)
O (-2.6164, -3.0827, -11.4791)
O (-4.3616, -4.8217, -11.9451)
O (-2.3790, -5.3718, -10.7491)
C (5.3615, -3.5788, -2.6725)
F (5.8526, -4.6920, -3.1744)
F (4.6405, -3.8104, -1.5764)
F (6.4085, -2.8009, -2.4085)
S (4.2928, -2.6031, -3.9984)
O (3.2413, -3.5299, -4.4630)
O (3.6970, -1.4231, -3.3494)
O (5.2573, -2.2948, -5.0498)
C (-12.0250, 0.0224, -7.3880)
F (-12.9156, 0.4348, -8.3539)
F (-11.8389, 1.0570, -6.4509)
F (-12.2509, -1.1497, -6.8803)
S (-10.3348, -0.1733, -8.1490)
O (-9.9507, 1.1381, -8.5621)
O (-9.5518, -0.5056, -6.9503)
O (-10.4534, -1.0640, -9.3442)
C (-6.7489, 9.0753, -1.5033)
F (-6.7402, 8.5062, -0.3169)
F (-5.5091, 9.3779, -1.7720)
F (-7.0592, 8.1204, -2.4808)
S (-7.8860, 10.6335, -1.4315)
O (-7.1707, 11.4322, -0.4716)
O (-8.0267, 11.1719, -2.8067)
O (-9.1654, 10.1083, -0.8914)

Properties
E_LUMO (eV): -5.491
Total charge: +1
Gap between HOMO and LUMO (eV): 0.78

# 2
Molecular formula: C36H77F3HgN9O11
Method: DFT, ωB97M-V/def2-TZVPD

Cartesian coordinates (Å):
Hg (5.6693, 0.5448, 2.1990)
C (2.0842, -1.4241, 3.4690)
O (2.1791, -0.9842, 2.1443)
O (3.3418, -1.0830, 3.9841)
C (0.7286, -1.0554, 4.1564)
F (0.4823, 0.2863, 4.1707)
F (-0.5069, -1.5346, 3.7511)
F (0.8352, -1.4275, 5.4357)
C (1.4116, -1.6100, 1.1324)
C (1.4182, -0.6840, -0.1669)
H (0.7036, -0.9851, -0.9329)
H (1.1967, 0.3284, 0.1710)
H (2.3983, -0.6377, -0.6417)
H (0.3556, -1.7012, 1.3865)
H (1.7583, -2.5870, 0.7954)
H (2.0331, -2.5065, 3.3508)
C (-6.5678, 1.8242, -0.1381)
C (-5.2870, 1.8430, -1.0614)
C (-5.6881, 0.8544, -2.1944)
C (-6.6752, 1.3436, -3.1854)
C (-6.1431, 2.7163, -3.7243)
C (-5.6635, 3.8440, -2.7187)
N (-4.9365, 3.1921, -1.6425)
O (-4.2557, 4.0390, -0.7301)
C (-4.8669, 4.7483, -3.6661)
C (-7.0024, 4.5371, -2.1995)
C (-4.0989, 1.1888, -0.3713)
H (-6.7718, 0.8112, 0.2090)
H (-7.5036, 1.9591, -0.6805)
H (-6.6653, 2.3893, 0.7888)
H (-4.8469, 0.5228, -2.8033)
H (-6.2195, 0.0494, -1.6868)
H (-7.6485, 1.5343, -2.7333)
H (-6.7211, 0.7999, -4.1290)
H (-6.8669, 3.2443, -4.3452)
H (-5.4174, 2.4611, -4.4964)
H (-5.4308, 5.2144, -4.4740)
H (-4.4928, 5.5754, -3.0628)
H (-3.9842, 4.2263, -4.0356)
H (-7.6480, 3.8084, -1.7091)
H (-6.7588, 5.2024, -1.3712)
H (-7.5923, 5.0398, -2.9658)
H (-3.6766, 1.6286, 0.5323)
H (-3.2805, 1.2897, -1.0841)
H (-4.2986, 0.1174, -0.3522)
C (0.1810, -0.9026, -7.9273)
C (0.2470, -0.1097, -9.2231)
C (-0.8677, 0.9522, -9.3061)
C (-0.6159, 2.2623, -8.5498)
C (0.7583, 2.8210, -8.9302)
C (1.9086, 1.8389, -8.9155)
N (1.5002, 0.4939, -9.5345)
O (2.6833, -0.4902, -9.7744)
C (3.0569, 2.5257, -9.6297)
C (2.4025, 1.6639, -7.4596)
C (-0.1164, -0.9603, -10.4683)
H (0.6670, -1.8373, -8.2071)
H (-0.8391, -1.2211, -7.7127)
H (0.7188, -0.5188, -7.0604)
H (-1.2113, 1.2069, -10.3086)
H (-1.7903, 0.4926, -8.9513)
H (-0.6109, 2.0563, -7.4795)
H (-1.3803, 2.9886, -8.8261)
H (0.9340, 3.6536, -8.2490)
H (0.6061, 3.3126, -9.8911)
H (3.1242, 2.0794, -10.6218)
H (3.0698, 3.6113, -9.5326)
H (4.0049, 2.2277, -9.1820)
H (1.6799, 1.2283, -6.7695)
H (3.2685, 1.0064, -7.3835)
H (2.8799, 2.5649, -7.0743)
H (-1.1725, -1.2286, -10.4949)
H (0.4287, -1.8884, -10.2964)
H (0.0926, -0.5403, -11.4522)
O (3.0583, 0.3579, 12.8899)
C (3.8772, -0.5743, 12.8881)
N (4.7714, -0.6941, 13.8876)
C (3.6112, -1.8014, 11.9664)
H (4.8841, 0.1470, 14.4354)
H (5.4745, -1.4131, 13.9824)
H (3.0904, -1.6279, 11.0247)
H (2.9565, -2.5826, 12.3527)
H (4.5652, -2.3099, 11.8272)
O (3.6112, 4.4708, 8.8440)
C (3.3243, 3.2869, 8.5483)
N (4.1291, 2.4487, 8.0442)
C (1.8688, 2.8431, 8.7732)
H (3.8087, 1.5748, 7.6522)
H (5.0779, 2.7394, 7.8560)
H (1.2632, 3.4450, 8.0957)
H (1.6463, 2.8754, 9.8398)
H (1.7851, 1.7877, 8.5138)
O (-7.1544, 1.7115, 6.8462)
C (-6.3618, 2.5654, 6.5054)
N (-6.7449, 3.8295, 6.4481)
C (-4.9180, 2.2075, 6.3506)
H (-7.7029, 4.1030, 6.6138)
H (-5.9504, 4.4503, 6.5084)
H (-4.5250, 2.9552, 5.6617)
H (-4.6222, 1.2560, 5.9089)
H (-4.4129, 2.3390, 7.3075)
O (-2.7741, -6.4966, -0.6131)
C (-2.4138, -7.6665, -0.3198)
N (-2.8508, -8.6901, -0.9638)
C (-1.4721, -7.8549, 0.8756)
H (-2.7981, -9.6627, -0.6967)
H (-3.5307, -8.5281, -1.6929)
H (-1.7812, -7.5878, 1.8861)
H (-0.5530, -7.2963, 0.6987)
H (-1.1358, -8.8918, 0.8765)
O (2.8789, 3.8589, 2.5239)
C (2.0272, 4.6763, 2.3656)
N (2.0774, 5.4119, 1.2691)
C (0.9310, 5.1299, 3.3641)
H (2.7921, 5.1886, 0.5913)
H (1.5271, 6.2508, 1.1532)
H (1.3700, 5.6335, 4.2253)
H (0.2698, 4.3574, 3.7569)
H (0.2164, 5.7826, 2.8627)
O (4.3493, -7.3431, 2.8003)
C (5.5203, -7.2057, 3.1583)
N (5.8947, -6.0784, 3.6940)
C (6.5243, -8.2830, 2.8799)
H (6.8647, -5.9569, 3.9479)
H (5.2528, -5.3302, 3.9137)
H (7.4584, -8.1822, 3.4325)
H (6.7730, -8.4475, 1.8315)
H (6.1481, -9.3008, 2.9830)
O (5.6378, -2.8865, -0.3954)
C (6.0475, -3.5531, -1.3356)
N (6.9132, -2.9781, -2.1138)
C (5.6854, -5.0497, -1.6658)
H (7.2377, -3.5358, -2.8908)
H (7.0979, -2.0029, -1.9267)
H (5.7596, -5.3373, -2.7146)
H (4.6305, -5.0370, -1.3917)
H (6.3250, -5.7307, -1.1044)

Properties
Spin multiplicity: 3
E_LUMO (spin up / spin down) (eV): -7.701 / -7.701
Total charge: +1
Gap between HOMO and LUMO (spin up / spin down) (eV): 2.09 / 2.07

# 3
Molecular formula: C36H80N8O8
Method: DFT, ωB97M-V/def2-TZVPD

Cartesian coordinates (Å):
C (-16.0223, 9.6075, -6.1033)
O (-15.1970, 8.7814, -5.8213)
N (-17.1031, 9.9614, -5.3614)
C (-17.8764, 11.1730, -5.6436)
C (-17.3169, 9.3081, -4.0947)
H (-15.9525, 10.1557, -7.0382)
H (-18.9200, 11.0742, -5.4379)
H (-17.8746, 11.4603, -6.6870)
H (-17.3763, 11.9040, -5.0296)
H (-18.3471, 9.1257, -3.8697)
H (-16.8692, 8.3348, -4.0622)
H (-16.9585, 9.9175, -3.2910)
C (-17.2691, 19.0273, -1.2063)
O (-18.3010, 18.4545, -1.4870)
N (-16.3826, 19.5691, -2.0466)
C (-15.3284, 20.4126, -1.5777)
C (-16.4706, 19.2311, -3.4480)
H (-16.9444, 19.2681, -0.1088)
H (-15.1047, 21.1160, -2.3526)
H (-14.3879, 19.9108, -1.3067)
H (-15.6326, 20.9228, -0.6859)
H (-15.6126, 18.6690, -3.7132)
H (-17.3924, 18.6952, -3.5822)
H (-16.4474, 20.1452, -4.0411)
C (-13.7520, 19.0159, 2.0475)
O (-13.4936, 19.6842, 1.0763)
N (-14.0852, 17.6718, 1.9787)
C (-14.9557, 16.9728, 2.9433)
C (-13.7959, 17.0329, 0.7374)
H (-13.8686, 19.4265, 3.0629)
H (-15.1472, 17.6892, 3.7451)
H (-14.4376, 16.1100, 3.3391)
H (-15.8980, 16.7501, 2.4655)
H (-13.7717, 15.9737, 0.8994)
H (-14.4783, 17.3019, -0.0225)
H (-12.8585, 17.5287, 0.4587)
C (-20.2595, 14.5516, -4.2050)
O (-20.2631, 13.3655, -4.4670)
N (-19.6416, 15.5081, -4.9866)
C (-19.6568, 16.8591, -4.5215)
C (-18.8348, 15.2081, -6.1993)
H (-20.7182, 14.9939, -3.2601)
H (-19.0914, 17.5035, -5.1556)
H (-19.2948, 16.9521, -3.5264)
H (-20.6664, 17.1962, -4.6374)
H (-18.2207, 14.3517, -5.9143)
H (-19.5035, 14.9044, -6.9905)
H (-18.1539, 15.9974, -6.5138)
C (-17.5435, 12.6078, -1.5460)
O (-17.4324, 11.5304, -0.9204)
N (-17.6669, 13.8555, -1.0386)
C (-17.9525, 14.9806, -1.8970)
C (-17.5841, 14.0465, 0.4132)
H (-17.5872, 12.6267, -2.6350)
H (-18.9216, 15.4497, -1.5832)
H (-18.0189, 14.6399, -2.9804)
H (-17.1501, 15.7301, -1.8000)
H (-16.5751, 14.4635, 0.6193)
H (-18.3618, 14.7599, 0.7768)
H (-17.7089, 13.0999, 0.8975)
C (-15.1151, 14.2541, -4.9819)
O (-15.9540, 14.9123, -4.3881)
N (-13.8775, 14.7017, -5.0641)
C (-12.8333, 14.1237, -5.9143)
C (-13.5265, 16.0238, -4.6432)
H (-15.2137, 13.2718, -5.3708)
H (-12.7305, 14.7835, -6.7576)
H (-13.2281, 13.1643, -6.1885)
H (-11.9307, 14.0381, -5.4195)
H (-13.7655, 16.7127, -5.4451)
H (-14.0332, 16.4428, -3.7795)
H (-12.4187, 16.1099, -4.4099)
C (-14.2443, 13.9336, -1.6469)
C (-13.2115, 12.7948, -1.6554)
C (-12.1362, 13.0294, -0.6223)
C (-11.2573, 11.8256, -0.2813)
C (-12.1949, 10.6833, 0.0358)
C (-13.1923, 10.3078, -1.0528)
N (-13.9146, 11.5341, -1.3545)
O (-14.8047, 11.3123, -2.4778)
C (-12.4312, 9.5074, -2.2184)
C (-14.2366, 9.3480, -0.4689)
C (-12.4360, 12.6738, -2.9987)
H (-14.8058, 14.1412, -0.7332)
H (-14.8270, 13.8467, -2.5394)
H (-13.6069, 14.9025, -1.7839)
H (-11.4871, 13.8661, -0.9475)
H (-12.6031, 13.2695, 0.3534)
H (-10.7545, 12.0316, 0.6838)
H (-10.4587, 11.5308, -0.9948)
H (-12.6768, 10.8477, 0.9913)
H (-11.6753, 9.6950, 0.2190)
H (-11.3793, 9.7266, -2.3298)
H (-12.5379, 8.4334, -2.0352)
H (-13.0013, 9.8221, -3.0650)
H (-14.6419, 9.6658, 0.5302)
H (-15.2101, 9.2705, -1.1170)
H (-13.7423, 8.3835, -0.4035)
H (-11.6091, 12.0283, -2.8164)
H (-12.0399, 13.6303, -3.1937)
H (-12.9908, 12.2545, -3.8070)
H (-15.6104, 11.4104, -1.9461)
C (-23.2041, 11.0385, -1.5129)
C (-21.8559, 11.4889, -0.9538)
C (-21.5642, 13.0057, -1.0320)
C (-22.3350, 13.8976, 0.0002)
C (-21.8364, 13.4559, 1.3122)
C (-22.0741, 11.8951, 1.5429)
N (-21.5292, 11.0633, 0.4149)
O (-21.7830, 9.5959, 0.5648)
C (-21.3908, 11.5116, 2.8139)
C (-23.5538, 11.7055, 1.6611)
C (-20.7677, 10.7027, -1.7925)
H (-23.2631, 11.2869, -2.5433)
H (-24.1535, 11.5523, -1.1653)
H (-23.2866, 9.9432, -1.4082)
H (-20.4778, 13.1995, -0.8903)
H (-21.8005, 13.1999, -2.0842)
H (-23.3900, 13.6821, -0.0960)
H (-22.1868, 14.9814, -0.1385)
H (-22.1863, 13.9988, 2.1684)
H (-20.7206, 13.5982, 1.3075)
H (-21.8666, 12.0182, 3.6778)
H (-21.4765, 10.4711, 2.9715)
H (-20.3758, 11.8156, 2.7298)
H (-23.7448, 10.6144, 1.6994)
H (-23.9504, 12.2360, 2.5414)
H (-24.0418, 12.1214, 0.7956)
H (-19.7274, 11.0888, -1.5466)
H (-21.0057, 10.8853, -2.8389)
H (-20.8608, 9.6587, -1.5881)
H (-20.9288, 9.2184, 0.7772)

Properties
Structure (SMILES): CC1(C)CCCC(C)(C)N1O.CC1(C)CCCC(C)(C)N1O.CN(C)C=O.CN(C)C=O.CN(C)C=O.CN(C)C=O.CN(C)C=O.CN(C)C=O
E_LUMO (eV): 0.327
Gap between HOMO and LUMO (eV): 8.50

Max |F|: 5.67; 9.69; 3.28 (eV Å⁻¹)
Calculated total energy: -191163.6708; -86824.8485; -66926.1820 (eV)